ORCA calculation (ωB97M-V with the def2-TZVPD basis set) on a structure of composition C39H30N8SeTi at a distorted geometry.

The geometry in XYZ format:
```
79
Properties=species:S:1:pos:R:3:lowdin_charge:R:1
Se -14.705 13.422 2.557 1.20
Ti -10.646 15.431 8.835 1.17
N -8.528 16.498 8.894 -0.28
N -14.563 12.730 4.250 -0.17
N -9.806 13.370 9.627 0.06
N -13.664 14.824 2.961 -0.21
N -10.578 15.599 10.787 -0.05
N -12.312 14.198 8.185 0.02
N -11.385 16.423 6.882 0.02
N -12.263 16.974 9.367 0.04
C -12.153 15.513 6.184 -0.15
C -11.899 16.886 4.177 0.06
C -8.400 15.277 6.775 -0.23
C -8.973 11.133 9.700 -0.01
C -11.846 17.577 10.531 -0.17
C -11.939 19.339 12.273 -0.01
C -7.978 13.981 4.839 -0.07
C -12.492 15.731 4.868 -0.03
C -13.655 12.242 8.387 0.01
C -12.776 13.184 8.908 -0.06
C -13.631 19.293 10.424 0.05
C -9.646 12.231 13.173 -0.01
C -10.988 17.499 6.298 -0.09
C -13.324 14.740 4.220 -0.34
C -12.464 18.787 11.093 -0.11
C -11.212 17.754 4.915 0.00
C -9.556 14.560 7.112 -0.16
C -13.347 17.506 8.800 -0.08
C -9.475 12.217 11.768 -0.16
C -13.493 13.399 6.322 -0.08
C -10.488 14.504 13.055 0.01
C -10.519 17.397 12.525 -0.01
C -9.118 13.284 5.081 -0.07
C -10.964 18.654 12.936 -0.05
C -10.296 14.514 11.666 -0.20
C -9.894 13.331 11.018 -0.17
C -8.005 16.515 7.533 -0.18
C -14.034 18.590 9.330 -0.04
C -9.363 12.275 9.032 -0.08
C -8.970 11.135 11.061 0.02
C -10.133 13.353 13.811 -0.03
C -7.538 15.702 9.771 0.01
C -12.685 14.335 6.920 -0.19
C -13.988 12.315 7.060 0.06
C -8.537 17.852 9.456 -0.07
C -13.802 13.570 4.891 -0.35
C -9.869 13.559 6.199 -0.14
C -7.571 14.957 5.712 -0.02
C -10.943 16.882 11.301 -0.24
H -10.902 15.293 13.648 0.10
H -13.929 11.423 9.010 0.12
H -14.791 19.046 8.754 0.11
H -6.929 16.518 7.480 0.13
H -7.450 14.789 9.252 0.07
H -14.553 11.521 6.521 0.15
H -10.826 13.061 6.341 0.10
H -12.324 20.269 12.691 0.13
H -9.134 11.435 13.693 0.12
H -10.261 18.145 6.747 0.11
H -10.544 19.028 13.862 0.12
H -7.710 18.436 9.088 0.10
H -14.103 20.217 10.792 0.15
H -12.030 16.912 3.121 0.12
H -9.775 16.873 13.133 0.12
H -8.008 15.631 10.806 0.11
H -10.743 18.607 4.402 0.14
H -13.712 17.050 7.847 0.14
H -6.587 15.371 5.594 0.12
H -10.289 13.324 14.905 0.13
H -8.281 17.384 6.986 0.11
H -7.361 13.693 3.979 0.13
H -12.357 13.137 9.912 0.12
H -9.314 12.416 7.981 0.09
H -6.631 16.251 9.815 0.09
H -8.783 10.206 11.645 0.15
H -8.497 17.906 10.559 0.09
H -8.576 10.303 9.141 0.12
H -9.573 18.361 9.308 0.12
H -9.429 12.451 4.429 0.13
```

Values from the calculation:
**Energy relative to the best compared isomer or geometry (same formula, charge and spin)**: 0.560 eV
**HOMO-LUMO gap (spin up / spin down)**: 6.59 / 6.59 eV
**Net charge**: +2
**E_tot**: -141300.8800 eV
**2S+1**: 1